The following is a DFT calculation (the ωB97M-V functional and the def2-TZVPD basis) of a structure of composition C40H108N2O26.

Kohn-Sham gap ... 0.280 Ha
Energy ... -99398.515 eV
Total charge ... 0
Multiplicity ... 1

Each line ends with the Mulliken charge.
CARTESIAN COORDINATES (ANGSTROEM)
O (0.619, -2.974, -3.267)  -0.414
H (-0.109, -3.357, -2.778)  0.695
H (1.263, -3.680, -3.331)  0.350
O (-1.351, -2.989, -2.018)  -1.678
H (-1.992, -2.279, -2.016)  0.897
H (-1.877, -3.787, -2.073)  0.289
C (-4.696, 4.432, 0.181)  -2.059
C (-3.301, 4.066, -0.293)  1.623
C (-3.368, 3.992, -1.814)  -1.866
C (-2.016, 4.120, -2.529)  1.042
C (-1.150, 5.186, -1.977)  -1.903
C (-1.080, 5.429, -0.418)  2.416
N (-2.446, 5.220, 0.061)  0.172
O (-2.477, 5.532, 1.427)  -0.581
C (-0.120, 4.437, 0.158)  -1.055
C (-0.598, 6.891, -0.288)  -2.086
C (-2.779, 2.698, 0.385)  -1.166
H (-5.464, 3.822, -0.295)  0.372
H (-4.881, 5.494, 0.019)  0.517
H (-4.894, 4.170, 1.220)  0.199
H (-3.680, 2.988, -2.099)  0.500
H (-4.019, 4.690, -2.342)  0.620
H (-2.178, 4.207, -3.603)  0.645
H (-1.476, 3.179, -2.424)  -1.014
H (-1.523, 6.110, -2.418)  0.812
H (-0.161, 5.039, -2.413)  0.223
H (0.926, 4.741, 0.114)  0.661
H (-0.372, 4.395, 1.217)  0.506
H (-0.344, 3.399, -0.085)  0.406
H (0.442, 6.958, -0.608)  0.345
H (-1.173, 7.543, -0.946)  0.425
H (-0.561, 7.356, 0.697)  0.377
H (-2.122, 2.048, -0.193)  -0.222
H (-3.702, 2.120, 0.341)  0.484
H (-2.394, 2.758, 1.402)  0.870
H (-1.938, 4.839, 1.816)  0.451
C (-0.503, 0.257, -1.334)  -0.230
C (0.433, 0.351, -0.079)  2.365
C (-0.539, 0.734, 1.110)  -0.744
C (-1.338, -0.480, 1.712)  1.275
C (-0.272, -1.558, 2.031)  -0.406
C (0.570, -2.137, 0.833)  2.763
N (1.159, -0.914, 0.109)  0.774
O (2.039, -1.304, -0.900)  1.990
C (1.669, -2.905, 1.648)  -0.798
C (-0.102, -3.130, -0.156)  0.545
C (1.326, 1.550, -0.204)  -0.388
H (-0.776, 1.278, -1.600)  0.753
H (-1.508, -0.165, -1.359)  -0.120
H (-0.005, -0.235, -2.170)  0.196
H (-0.020, 1.061, 2.011)  -0.603
H (-1.341, 1.471, 1.115)  1.055
H (-2.072, -0.916, 1.033)  -1.444
H (-1.886, -0.268, 2.631)  -0.312
H (-0.993, -2.320, 2.325)  -0.751
H (0.210, -1.221, 2.949)  -0.385
H (2.091, -2.329, 2.472)  0.051
H (1.252, -3.871, 1.932)  0.237
H (2.536, -3.002, 0.995)  0.219
H (-0.394, -4.013, 0.412)  0.006
H (-1.075, -2.670, -0.325)  -1.705
H (0.570, -3.501, -0.930)  -3.154
H (2.043, 1.560, 0.617)  -0.856
H (0.785, 2.490, -0.314)  -1.482
H (1.862, 1.457, -1.149)  -1.052
H (1.494, -1.961, -1.340)  0.530
C (0.623, 2.510, 3.586)  -0.172
C (2.223, 2.398, 3.641)  -0.948
O (2.548, 1.110, 3.964)  -0.444
O (0.159, 2.680, 2.178)  -0.676
H (0.249, 3.351, 4.171)  0.607
H (0.213, 1.601, 4.026)  -0.255
H (2.484, 3.109, 4.424)  0.564
H (2.647, 2.771, 2.709)  0.042
H (3.453, 1.087, 4.285)  0.564
H (-0.138, 1.801, 1.934)  0.558
C (1.983, 2.863, -3.629)  -0.734
C (0.778, 3.299, -2.779)  -0.268
O (-0.127, 2.181, -2.675)  1.213
O (1.470, 2.424, -4.890)  -0.718
H (2.610, 2.067, -3.227)  -0.093
H (2.683, 3.690, -3.755)  0.673
H (0.290, 4.199, -3.154)  0.706
H (1.144, 3.484, -1.770)  -0.119
H (-0.610, 2.077, -3.498)  0.213
H (1.121, 1.531, -4.849)  0.579
C (3.317, 0.326, 1.836)  -0.088
C (4.136, 1.077, 0.719)  -0.169
O (5.436, 0.577, 0.899)  -0.936
O (2.980, -1.009, 1.404)  -0.905
H (2.405, 0.811, 2.181)  -0.164
H (3.907, 0.357, 2.752)  1.031
H (4.130, 2.164, 0.797)  0.566
H (3.739, 0.796, -0.256)  -0.490
H (5.569, -0.247, 0.426)  0.682
H (2.292, -1.035, 0.735)  -0.068
C (-4.251, -0.768, 1.326)  -0.018
C (-4.112, 0.755, 0.916)  -0.162
O (-5.391, 1.178, 0.488)  -0.653
O (-4.526, -1.696, 0.201)  -0.527
H (-5.027, -0.904, 2.079)  0.609
H (-3.443, -1.237, 1.887)  -0.284
H (-3.471, 0.733, 0.035)  0.210
H (-3.705, 1.395, 1.699)  -0.495
H (-5.597, 0.621, -0.267)  0.477
H (-5.295, -2.267, 0.262)  0.295
C (-1.470, -1.727, -4.901)  -0.289
C (-2.143, -0.402, -4.529)  -0.689
O (-1.686, 0.037, -3.273)  -0.100
O (-2.315, -2.822, -4.450)  -0.744
H (-0.627, -2.006, -4.269)  0.821
H (-1.188, -1.896, -5.940)  0.537
H (-3.209, -0.623, -4.492)  0.400
H (-2.054, 0.410, -5.251)  0.322
H (-0.936, 0.634, -3.333)  -1.113
H (-2.340, -2.755, -3.492)  0.316
C (-2.520, -0.549, 4.771)  -0.478
C (-2.869, 0.777, 4.144)  -0.304
O (-4.122, 0.677, 3.569)  -0.538
O (-3.487, -0.968, 5.670)  -0.620
H (-1.501, -0.553, 5.159)  0.275
H (-2.451, -1.360, 4.046)  0.095
H (-2.076, 1.199, 3.527)  0.215
H (-3.095, 1.336, 5.053)  0.524
H (-4.333, 1.581, 3.324)  0.244
H (-4.297, -0.936, 5.155)  0.429
C (-1.992, -4.092, 1.782)  1.220
C (-2.187, -5.487, 2.261)  -0.569
O (-3.574, -5.633, 2.447)  -0.601
O (-2.546, -3.660, 0.482)  -0.659
H (-0.907, -4.061, 1.680)  -0.050
H (-2.222, -3.204, 2.371)  0.125
H (-1.871, -5.765, 3.267)  0.325
H (-1.874, -6.279, 1.582)  0.287
H (-3.901, -5.552, 1.548)  0.344
H (-1.850, -3.689, -0.179)  1.025
C (1.372, -4.516, -1.422)  1.729
C (1.077, -6.024, -1.252)  -1.805
O (0.992, -6.394, 0.084)  -0.540
O (2.449, -4.272, -2.285)  -0.665
H (1.701, -4.012, -0.514)  0.531
H (0.395, -4.098, -1.666)  0.022
H (1.868, -6.596, -1.737)  0.437
H (0.219, -6.402, -1.808)  0.395
H (0.134, -6.800, 0.228)  0.320
H (3.204, -4.740, -1.921)  0.564
C (1.872, -1.032, -4.727)  -1.830
C (2.323, -0.094, -3.658)  1.931
O (3.704, 0.052, -3.782)  -0.496
O (0.515, -1.435, -4.592)  -0.400
H (2.462, -1.938, -4.592)  0.327
H (2.011, -0.503, -5.670)  0.641
H (1.916, -0.468, -2.719)  -0.071
H (1.924, 0.899, -3.865)  -2.102
H (3.900, 0.892, -3.362)  0.542
H (0.495, -2.008, -3.822)  -0.506
C (4.608, -2.535, -1.940)  -1.192
C (4.330, -1.803, -0.570)  1.601
O (5.548, -1.267, -0.089)  -0.609
O (5.490, -1.782, -2.828)  -0.654
H (3.715, -2.856, -2.477)  0.290
H (5.019, -3.525, -1.747)  0.537
H (3.848, -2.410, 0.197)  0.089
H (3.626, -0.979, -0.685)  -0.554
H (5.837, -0.837, -0.897)  0.544
H (5.286, -2.147, -3.692)  0.433
C (3.640, -0.776, 4.932)  -1.292
C (2.254, -1.220, 4.453)  0.465
O (1.309, -0.264, 4.777)  -0.817
O (4.319, 0.251, 4.197)  -0.400
H (4.245, -1.682, 4.960)  0.562
H (3.505, -0.399, 5.945)  0.346
H (2.107, -2.161, 4.983)  0.553
H (2.379, -1.408, 3.386)  -1.015
H (1.660, 0.538, 4.383)  0.552
H (5.259, 0.150, 4.364)  0.398

***

The following is a DFT calculation (the ωB97M-V functional and the def2-TZVPD basis) of a cluster of 11 separate species, C40H110ClN10O14 in total.

ΔE to the lowest compared entry with this formula, charge and spin ... 1.461 eV
Kohn-Sham gap (alpha / beta) ... 0.038 / 0.240 Ha
Energy ... -99334.896 eV
Total charge ... -2
Expectation value of S² ... 0.750
Multiplicity ... 2

Each line ends with the Löwdin spin population.
CARTESIAN COORDINATES (ANGSTROEM)
Cl (-1.045, -0.204, -0.012)  0.000
O (-2.418, -0.488, 0.184)  0.000
O (-0.483, 0.023, 1.299)  0.000
O (-0.363, -1.237, -0.664)  0.000
O (-0.994, 1.042, -0.743)  0.000
C (-2.472, -2.833, 3.834)  0.001
C (-1.784, -3.530, 2.646)  0.000
C (-0.553, -4.400, 3.063)  0.000
O (0.339, -3.745, 3.923)  0.002
C (1.197, -2.896, 3.197)  0.001
N (-2.840, -4.355, 2.142)  0.000
H (-2.768, -3.500, 4.643)  0.000
H (-3.226, -2.078, 3.611)  0.000
H (-1.665, -2.264, 4.295)  0.000
H (-1.470, -2.767, 1.934)  0.000
H (-0.079, -4.867, 2.200)  0.000
H (-0.981, -5.192, 3.677)  0.000
H (1.900, -2.550, 3.955)  0.001
H (0.669, -2.015, 2.833)  0.000
H (1.760, -3.307, 2.360)  0.000
H (-2.610, -4.711, 1.225)  0.000
H (-3.625, -3.735, 2.006)  0.000
C (-1.961, -9.300, 1.006)  0.000
C (-1.943, -7.831, 1.148)  0.000
C (-2.216, -7.019, -0.214)  0.000
O (-1.831, -5.629, 0.027)  0.000
C (-1.580, -4.822, -1.125)  0.000
N (-3.003, -7.456, 2.054)  0.000
H (-2.909, -9.557, 0.534)  0.000
H (-1.830, -9.797, 1.967)  0.000
H (-1.149, -9.529, 0.315)  0.000
H (-0.972, -7.461, 1.478)  0.000
H (-3.249, -7.068, -0.560)  0.000
H (-1.593, -7.449, -0.998)  0.000
H (-2.502, -4.677, -1.689)  0.000
H (-0.787, -5.084, -1.825)  0.000
H (-1.419, -3.799, -0.783)  0.000
H (-3.148, -6.457, 2.097)  0.000
H (-3.866, -7.826, 1.683)  0.000
C (2.168, -3.203, -2.370)  0.000
C (1.754, -2.084, -3.349)  0.000
C (2.640, -2.103, -4.610)  0.000
O (4.062, -1.797, -4.368)  0.000
C (4.841, -2.160, -5.504)  0.000
N (0.317, -2.316, -3.594)  0.000
H (3.238, -3.130, -2.173)  0.000
H (1.907, -4.202, -2.721)  0.000
H (1.767, -3.083, -1.364)  0.000
H (1.916, -1.104, -2.901)  0.000
H (2.286, -1.302, -5.258)  0.000
H (2.528, -2.998, -5.223)  0.000
H (4.774, -3.246, -5.562)  0.000
H (5.896, -1.918, -5.372)  0.000
H (4.679, -1.592, -6.420)  0.000
H (0.139, -3.310, -3.580)  0.000
H (-0.203, -1.905, -2.832)  0.000
C (5.744, 3.114, 5.475)  0.336
C (4.750, 2.390, 4.497)  0.017
C (3.427, 1.806, 5.095)  0.059
O (2.649, 1.164, 4.058)  0.013
C (1.462, 0.653, 4.600)  0.010
N (4.542, 3.350, 3.441)  0.015
H (6.276, 2.353, 6.046)  0.056
H (5.232, 3.730, 6.215)  0.083
H (6.470, 3.834, 5.096)  0.078
H (5.242, 1.524, 4.054)  0.004
H (2.860, 2.587, 5.601)  0.030
H (3.758, 1.075, 5.833)  0.022
H (0.796, 0.280, 3.821)  0.000
H (0.945, 1.385, 5.221)  0.005
H (1.724, -0.210, 5.212)  0.002
H (4.114, 4.137, 3.908)  0.036
H (5.504, 3.656, 3.429)  0.020
C (7.097, 1.512, 1.136)  0.042
C (5.778, 1.675, 0.387)  0.001
C (4.813, 0.538, 0.794)  0.001
O (3.595, 0.592, -0.015)  0.000
C (2.925, -0.678, -0.066)  0.000
N (5.109, 2.989, 0.698)  0.004
H (6.968, 1.666, 2.208)  0.012
H (7.743, 2.303, 0.756)  0.010
H (7.486, 0.511, 0.951)  0.004
H (5.923, 1.585, -0.690)  0.000
H (4.585, 0.618, 1.857)  0.000
H (5.224, -0.420, 0.477)  0.000
H (3.579, -1.486, -0.396)  0.000
H (2.205, -0.597, -0.881)  0.000
H (2.479, -1.020, 0.867)  0.000
H (5.752, 3.764, 0.615)  0.007
H (4.928, 2.897, 1.687)  0.001
C (-6.291, -2.175, 4.472)  0.000
C (-6.506, -0.993, 3.548)  0.000
C (-6.338, -1.269, 2.032)  0.000
O (-6.750, -0.106, 1.250)  0.000
C (-5.722, 0.868, 1.246)  0.000
N (-7.860, -0.523, 3.746)  0.000
H (-5.422, -2.796, 4.257)  0.000
H (-7.154, -2.841, 4.452)  0.000
H (-6.152, -1.681, 5.433)  0.000
H (-5.878, -0.166, 3.879)  0.000
H (-6.897, -2.157, 1.736)  0.000
H (-5.324, -1.594, 1.803)  0.000
H (-5.029, 0.624, 0.441)  0.000
H (-5.082, 0.933, 2.126)  0.000
H (-6.068, 1.895, 1.132)  0.000
H (-8.026, 0.033, 2.919)  0.000
H (-8.480, -1.312, 3.632)  0.000
C (-1.431, 4.851, -1.128)  0.001
C (-1.170, 5.411, -2.517)  0.000
C (-0.885, 6.933, -2.589)  0.003
O (-0.327, 7.225, -3.842)  0.002
C (-0.019, 8.605, -4.045)  0.010
N (-0.184, 4.571, -3.146)  0.000
H (-0.716, 5.165, -0.368)  0.000
H (-1.459, 3.766, -1.035)  0.000
H (-2.428, 5.206, -0.868)  0.000
H (-2.040, 5.227, -3.147)  0.000
H (-0.087, 7.104, -1.866)  0.001
H (-1.759, 7.554, -2.391)  0.001
H (0.363, 9.005, -3.105)  0.003
H (-0.907, 9.175, -4.317)  0.001
H (0.611, 8.770, -4.919)  0.002
H (0.205, 5.061, -3.940)  0.000
H (-0.800, 3.920, -3.612)  0.000
C (0.344, 3.376, 2.974)  0.015
C (1.101, 3.418, 1.699)  0.000
C (1.871, 4.695, 1.449)  0.017
O (2.428, 4.672, 0.089)  0.006
C (2.928, 5.900, -0.353)  0.013
N (1.939, 2.257, 1.550)  0.000
H (-0.262, 2.476, 3.072)  0.001
H (-0.385, 4.185, 2.927)  0.002
H (1.045, 3.512, 3.798)  0.007
H (0.425, 3.311, 0.850)  0.000
H (2.642, 4.747, 2.218)  0.004
H (1.282, 5.600, 1.594)  0.005
H (3.341, 5.862, -1.361)  0.001
H (3.796, 6.158, 0.254)  0.007
H (2.143, 6.654, -0.297)  0.002
H (1.246, 1.560, 1.780)  0.000
H (2.409, 2.226, 2.443)  0.000
C (-4.976, -2.756, -1.400)  0.000
C (-4.483, -2.334, -2.808)  0.000
C (-5.617, -2.033, -3.805)  0.000
O (-6.182, -3.246, -4.225)  0.000
C (-7.151, -3.108, -5.220)  0.000
N (-3.679, -1.111, -2.684)  0.000
H (-4.096, -2.783, -0.758)  0.000
H (-5.317, -3.785, -1.513)  0.000
H (-5.654, -2.053, -0.915)  0.000
H (-3.866, -3.129, -3.227)  0.000
H (-5.224, -1.471, -4.652)  0.000
H (-6.393, -1.331, -3.503)  0.000
H (-7.544, -4.069, -5.552)  0.000
H (-6.675, -2.600, -6.059)  0.000
H (-8.000, -2.542, -4.836)  0.000
H (-3.098, -1.063, -1.859)  0.000
H (-4.164, -0.232, -2.576)  0.000
C (1.262, 1.485, -3.978)  0.000
C (2.238, 1.808, -2.810)  0.000
C (3.451, 2.572, -3.308)  0.000
O (4.152, 3.137, -2.174)  0.001
C (5.286, 3.938, -2.589)  0.008
N (1.404, 2.465, -1.809)  0.000
H (1.778, 1.032, -4.825)  0.000
H (0.801, 2.390, -4.374)  0.000
H (0.465, 0.844, -3.602)  0.000
H (2.505, 0.831, -2.406)  0.000
H (3.165, 3.343, -4.023)  0.000
H (4.056, 1.883, -3.897)  0.000
H (5.198, 4.255, -3.628)  0.001
H (6.249, 3.443, -2.461)  0.002
H (5.408, 4.847, -2.000)  0.002
H (0.886, 3.154, -2.336)  0.000
H (0.609, 1.863, -1.651)  0.000